The following is a DFT calculation (ωB97M-V/def2-TZVPD) of a molecular structure, CH4N4O2S.

Last column: Löwdin charge in e.
Cartesian coordinates (Å):
C: 0.371 -0.118 -0.455  -0.370
N: -0.116 -2.120 -1.566  0.171
N: 0.490 -1.076 -1.388  0.033
N: 1.357 0.492 0.151  0.191
N: -0.977 0.579 -0.352  -0.072
O: 0.175 1.928 1.603  -0.477
O: -1.490 0.275 2.180  -0.484
S: -1.259 1.473 1.370  0.831
H: 0.061 -2.609 -2.365  0.039
H: 2.209 0.013 0.224  0.102
H: 0.994 1.138 0.997  -0.006
H: -1.815 0.025 -0.400  0.041

Results
HOMO-LUMO gap	8.0	eV
spin multiplicity	1
LUMO energy	-1.52	eV
energy above the lowest of the compared OMol25 structures with the same formula, charge and spin	21.9	kcal/mol

The following is a DFT calculation (ωB97M-V/def2-TZVPD) of CH4N4OS in the gas phase.

Last column: Löwdin charge in e.
Cartesian coordinates (Å):
C: -0.058 -0.427 0.057  -0.172
N: 2.415 1.611 0.408  -0.098
N: 3.251 0.731 0.298  -0.199
N: 1.276 1.429 -0.155  -0.095
N: 0.998 0.170 -0.662  -0.312
O: 2.354 -1.646 0.508  -0.488
S: 2.643 -0.687 -0.504  0.928
H: -0.002 -0.373 1.194  0.116
H: -1.020 -0.167 -0.509  0.114
H: 0.021 -1.475 -0.140  0.055
H: 0.470 1.999 0.034  0.150

Results
HOMO-LUMO gap	10.0	eV
spin multiplicity	1
LUMO energy	0.61	eV
energy above the lowest of the compared OMol25 structures with the same formula, charge and spin	28.8	kcal/mol

The following is a DFT calculation (ωB97M-V/def2-TZVPD) of 2 unconnected molecules or ions with the total composition CH4N6O.

Last column: Löwdin charge in e.
Cartesian coordinates (Å):
C: -1.793 1.968 -1.060  -0.058
N: 1.803 -0.021 1.003  0.178
N: 1.220 -2.809 0.420  -0.369
N: 0.934 0.559 0.530  -0.183
N: 0.715 -2.333 -0.476  0.170
N: 1.603 -3.402 1.350  0.083
N: 0.210 1.284 -0.087  -0.003
O: -1.070 0.941 -0.381  -0.169
H: -1.660 1.836 -2.075  0.055
H: -1.175 2.895 -0.837  0.102
H: -2.771 2.088 -0.629  0.086
H: 1.983 -3.007 2.241  0.109

Results
HOMO-LUMO gap	9.3	eV
spin multiplicity	1
LUMO energy	0.38	eV
energy above the lowest of the compared OMol25 structures with the same formula, charge and spin	91.0	kcal/mol

The following is a DFT calculation (ωB97M-V/def2-TZVPD) of a molecular structure, CH4N6O.

Last column: Löwdin charge in e.
Cartesian coordinates (Å):
C: -0.535 -0.137 -0.394  -0.476
H: 1.241 -2.655 -1.202  0.227
H: -0.600 -2.612 -0.082  0.105
H: -0.686 2.649 0.842  0.266
H: -1.801 0.926 -1.459  0.038
N: 0.450 -2.400 -0.201  0.012
N: 0.497 -0.948 -0.083  -0.161
N: 1.421 -0.297 0.879  0.118
N: 0.946 0.846 0.968  -0.003
N: -0.293 0.871 0.534  -0.174
N: -1.461 -0.014 -1.281  0.124
O: -0.733 2.014 -0.181  -0.078

Results
HOMO-LUMO gap	9.3	eV
spin multiplicity	1
LUMO energy	0.26	eV
energy above the lowest of the compared OMol25 structures with the same formula, charge and spin	118.7	kcal/mol

The following is a DFT calculation (ωB97M-V/def2-TZVPD) of a gas-phase ion, CH4NO (charge -1).

Last column: Löwdin charge in e.
Cartesian coordinates (Å):
N: -0.376 -0.769 1.076  -0.137
C: -0.152 0.447 -0.262  -0.551
O: 0.833 0.240 -1.038  -0.296
H: -1.381 -1.035 1.006  -0.053
H: -0.663 0.011 1.697  -0.058
H: 0.073 1.339 0.394  0.054
H: -1.175 0.296 -0.644  0.042

Results
HOMO-LUMO gap	7.7	eV
spin multiplicity	1
LUMO energy	5.13	eV
net charge	-1
energy above the lowest of the compared OMol25 structures with the same formula, charge and spin	23.2	kcal/mol

The following is a DFT calculation (ωB97M-V/def2-TZVPD) of 2 unconnected molecules or ions with the total composition CH4NO2.

Last column: Löwdin charge in e.
Cartesian coordinates (Å):
C: 0.711 -0.587 -0.539  0.055
N: -0.514 -0.871 0.045  0.106
O: -0.768 1.669 0.482  0.053
O: -1.380 -0.310 0.576  0.280
H: 0.729 -1.172 -1.505  0.179
H: 1.413 -1.186 0.025  0.147
H: 0.922 0.486 -0.406  0.126
H: -1.113 1.971 1.321  0.053

Results
HOMO-LUMO gap (alpha / beta)	9.6 / 8.8	eV
spin multiplicity	1
LUMO energy (alpha / beta)	-8.15 / -8.10	eV
net charge	+1
energy above the lowest of the compared OMol25 structures with the same formula, charge and spin	170.5	kcal/mol